1.
Formula: C3H10N2S
Source: OMol25
Level of theory: ωB97M-V with the def2-TZVPD basis set

Results
- E_LUMO (eV) = 0.9
- HOMO level (eV) = -9.02
- E_tot (Ha) = -627.97929
- 2S+1 = 1
- gap between HOMO and LUMO (eV) = 9.913

```
16
Properties=species:S:1:pos:R:3:forces:R:3
N -2.253362 0.511932 -0.199256 0.0 -0.4 -0.2
C -0.985772 0.182332 -0.834699 -0.2 1.0 -0.2
C 0.142303 -0.296712 0.069236 0.9 -0.7 0.4
N 0.141612 0.315072 1.399037 0.0 0.3 -0.3
C 1.478390 0.003023 -0.625980 0.0 0.1 -0.1
S 2.888540 -1.015406 -0.060873 -0.1 0.2 -0.2
H -2.387808 0.040683 0.681208 -0.2 0.0 0.0
H -2.440224 1.496949 -0.125846 0.1 0.0 0.2
H -1.153660 -0.510258 -1.655885 0.1 -0.4 0.1
H -0.623047 1.081795 -1.341949 -0.1 0.1 0.1
H 0.136556 -1.391632 0.181447 -0.5 0.0 -0.2
H 0.508451 -0.308998 2.100807 0.0 0.0 0.1
H -0.772498 0.636562 1.676516 0.0 0.0 0.0
H 1.392228 -0.130153 -1.701358 0.0 -0.2 -0.1
H 1.714812 1.046226 -0.444454 0.1 0.2 0.1
H 2.213475 -1.661418 0.882052 -0.1 -0.2 0.2
```
Forces are in eV/Å.

Charges in e, computed with Löwdin, in the same order as the atoms: 0.00, -0.25, -0.48, 0.04, -0.54, 0.70, 0.06, 0.07, 0.11, 0.12, 0.12, 0.07, 0.05, 0.06, 0.07, -0.17


2.
Formula: C5H4
Source: OMol25
Level of theory: ωB97M-V with the def2-TZVPD basis set

Results
- E_LUMO (eV) = -0.2
- HOMO level (eV) = -9.64
- E_tot (Ha) = -192.68105
- 2S+1 = 1
- gap between HOMO and LUMO (eV) = 9.416

```
9
Properties=species:S:1:pos:R:3:forces:R:3
C 0.181219 0.180212 -0.317918 1.4 -0.4 0.1
C 1.362362 -0.265543 -1.097885 -0.5 0.3 0.0
C 2.023890 -0.019956 -2.155042 0.1 0.0 0.0
C -0.754164 1.087875 -0.323566 -1.0 1.7 0.2
C 0.851390 -1.025022 0.134204 0.5 -1.7 -1.4
H -0.821686 1.829851 -1.226214 0.0 -1.4 2.2
H -1.365489 1.161371 0.641589 0.5 0.1 -1.9
H 1.614610 -1.388193 0.854612 -0.8 1.3 0.1
H 0.391319 -1.896331 -0.359016 -0.2 0.1 0.8
```
Forces are in eV/Å.

Charges in e, computed with Löwdin, in the same order as the atoms: -0.30, -0.36, 0.18, 0.05, -0.03, 0.12, 0.10, 0.13, 0.12


3.
Formula: C38H34N3O3P2V
Source: OMol25
Level of theory: ωB97M-V with the def2-TZVPD basis set

Results
- charge = +2
- E_LUMO (spin up / spin down) (eV) = -6.6 / -6.0
- HOMO level (spin up / spin down) (eV) = -13.77 / -13.84
- ⟨S²⟩ = 2.026
- E_tot (Ha) = -3484.66514
- 2S+1 = 3
- gap between HOMO and LUMO (spin up / spin down) (eV) = 7.134 / 7.873

```
81
Properties=species:S:1:pos:R:3:forces:R:3
V 0.163679 0.010008 0.771970 -0.1 0.5 0.5
O 1.674472 1.999454 3.063015 0.1 -0.5 0.0
N 0.682222 2.177428 2.115969 0.1 0.1 -0.3
C 0.486790 3.401389 1.792859 -0.3 0.0 -0.1
C -0.603098 4.004483 1.005873 -0.1 -0.1 0.0
C -0.573936 5.399873 0.928529 0.1 -0.1 0.0
C -1.605864 6.103101 0.329569 0.0 0.0 0.0
C -2.699375 5.423681 -0.183430 0.0 0.1 0.0
C -2.748648 4.039891 -0.116053 0.1 0.0 0.0
C -1.709122 3.324583 0.460599 0.3 0.1 0.1
P -1.834950 1.533526 0.560743 -0.1 -0.6 0.0
C -2.936961 1.204762 1.960944 0.0 0.0 0.0
C -4.263231 0.803262 1.837350 -0.1 0.1 -0.2
C -5.027976 0.571980 2.970830 0.0 0.0 0.1
C -4.479658 0.739276 4.233028 0.0 0.0 0.0
C -3.160967 1.152864 4.363184 0.0 0.0 0.0
C -2.391268 1.384169 3.235950 0.0 0.0 0.0
C -2.472217 0.989034 -1.049885 0.0 0.3 -0.1
C -1.778759 1.525462 -2.145223 -0.1 0.1 0.0
C -2.113352 1.162197 -3.437734 0.0 0.0 0.0
C -3.137451 0.246925 -3.655097 0.0 0.0 0.0
C -3.814560 -0.299389 -2.576550 0.0 0.0 0.0
C -3.489734 0.068447 -1.275540 0.1 -0.3 0.1
H 1.985230 2.861833 3.382508 0.0 0.1 0.0
H 1.165794 4.143559 2.219467 -0.1 0.0 0.1
H 0.262857 5.940954 1.353967 0.0 0.0 0.0
H -1.561209 7.182357 0.277540 0.0 0.0 0.0
H -3.518389 5.968323 -0.633933 0.0 0.0 0.0
H -3.603789 3.516348 -0.526046 0.0 0.0 0.0
H -4.729678 0.690747 0.866047 0.1 0.1 0.2
H -6.059596 0.265357 2.861634 0.0 0.0 0.0
H -5.080705 0.556489 5.113745 0.0 0.0 0.0
H -2.729905 1.297150 5.345123 0.0 0.0 0.0
H -1.368803 1.714647 3.360184 0.0 0.0 0.0
H -1.009270 2.275661 -1.988383 0.0 0.0 0.0
H -1.589927 1.604711 -4.275883 0.0 0.0 0.0
H -3.410586 -0.032946 -4.664610 0.0 0.0 0.0
H -4.608093 -1.016881 -2.739931 0.0 0.0 0.0
H -4.005998 -0.411674 -0.453810 0.1 0.0 -0.2
O -2.829099 -2.524621 0.520581 0.1 -0.2 -0.1
C -1.663486 -2.369762 0.681731 0.1 0.5 0.2
O -1.169915 -1.137336 1.057553 -0.5 -0.3 0.0
C -0.535639 -3.362385 0.516364 -0.1 0.0 -0.1
P 1.010472 -2.447016 0.164783 -0.1 0.1 0.1
C 1.106275 -2.301932 -1.637664 0.0 -0.1 0.0
C 2.338894 -2.353694 -2.286852 0.0 0.0 0.0
C 2.416678 -2.116817 -3.651205 0.0 0.0 0.0
C 1.270198 -1.819988 -4.374373 0.0 0.0 0.0
C 0.040641 -1.759445 -3.731552 0.0 0.0 0.0
C -0.045200 -1.993513 -2.366976 0.0 0.0 0.0
C 2.357524 -3.512972 0.709503 0.0 0.0 0.0
C 3.086415 -3.186462 1.850070 0.0 0.0 0.0
C 4.072432 -4.044224 2.314323 0.0 0.0 0.0
C 4.332162 -5.227211 1.639783 0.0 0.0 0.0
C 3.605177 -5.561169 0.502907 0.0 0.0 0.0
C 2.619500 -4.709414 0.036657 0.0 0.0 0.0
H -0.796286 -4.102212 -0.238615 0.0 0.0 0.0
H -0.403579 -3.882659 1.468284 0.0 0.0 0.0
H 3.237539 -2.596312 -1.731823 0.0 0.0 0.0
H 3.373494 -2.182792 -4.153229 0.0 0.0 0.0
H 1.331631 -1.654012 -5.441973 0.0 0.0 0.0
H -0.858883 -1.544763 -4.292510 0.0 0.0 0.0
H -1.022090 -1.948246 -1.895282 0.0 0.0 0.0
H 2.878291 -2.271038 2.388276 0.0 0.0 0.0
H 4.633701 -3.791353 3.204043 0.0 0.0 0.0
H 5.101019 -5.896665 2.002262 0.0 0.0 0.0
H 3.806362 -6.488222 -0.016935 0.0 0.0 0.0
H 2.058145 -4.973468 -0.852046 0.0 0.0 0.0
N 1.642048 0.954409 -2.158983 0.1 0.2 0.1
C 2.526310 0.762164 -1.150248 -0.1 -0.1 -0.2
C 3.910665 0.904715 -1.366390 0.0 0.0 0.1
C 4.775674 0.698213 -0.325819 0.0 0.0 0.0
C 4.279806 0.367188 0.946744 -0.1 0.1 0.0
C 2.927107 0.266019 1.092536 0.5 0.0 -0.2
N 2.054182 0.445267 0.068241 0.1 0.2 0.0
H 1.997962 1.025380 -3.097224 0.0 0.0 0.0
H 0.694205 0.618591 -2.083744 0.0 -0.1 0.0
H 4.266945 1.157753 -2.355514 0.0 0.0 0.0
H 5.842006 0.786835 -0.487581 0.0 0.0 0.0
H 4.937259 0.209889 1.788564 0.0 0.0 0.0
H 2.489470 0.040255 2.054833 0.0 -0.1 0.1
```
Forces are in eV/Å.

Charges in e, computed with Löwdin, in the same order as the atoms: 0.91, -0.04, -0.07, -0.06, -0.19, -0.01, -0.03, -0.03, -0.05, -0.29, 1.07, -0.33, -0.07, -0.05, -0.05, -0.05, -0.09, -0.35, -0.13, -0.07, -0.06, -0.04, -0.08, 0.11, 0.14, 0.12, 0.12, 0.12, 0.12, 0.09, 0.12, 0.12, 0.12, 0.08, 0.10, 0.12, 0.12, 0.12, 0.09, 0.16, -0.57, -0.31, -0.18, 1.08, -0.36, -0.09, -0.06, -0.06, -0.06, -0.09, -0.37, -0.09, -0.06, -0.05, -0.05, -0.08, 0.12, 0.12, 0.11, 0.12, 0.12, 0.11, 0.11, 0.09, 0.12, 0.12, 0.12, 0.12, 0.19, -0.36, 0.01, -0.01, -0.03, -0.18, -0.06, 0.12, 0.06, 0.13, 0.13, 0.12, 0.09


4.
Formula: C5H14N2O
Source: OMol25
Level of theory: ωB97M-V with the def2-TZVPD basis set

Results
- E_LUMO (spin up / spin down) (eV) = 0.5 / 0.5
- HOMO level (spin up / spin down) (eV) = -5.84 / -5.84
- E_tot (Ha) = -383.50684
- 2S+1 = 1
- gap between HOMO and LUMO (spin up / spin down) (eV) = 6.352 / 6.350

```
22
Properties=species:S:1:pos:R:3:forces:R:3
C 1.152969 -1.638433 1.148738 -0.2 -0.4 1.3
N 0.871089 -2.684215 0.289104 -0.1 0.5 0.0
N 2.437253 -1.143902 1.094799 -0.5 0.0 -0.1
O 0.369337 -1.365450 2.125650 1.4 -0.9 -1.1
H -0.370330 -0.403563 1.985480 -1.0 1.4 -0.8
H 0.359407 -0.113724 0.172033 -0.3 0.3 0.0
H 3.157904 -1.744650 0.723292 -0.2 0.1 0.0
H 1.202885 -2.584364 -0.660697 0.0 0.0 0.1
H -0.083650 -3.005133 0.347365 0.0 0.1 0.0
H 2.707651 -0.570059 1.876668 -0.1 0.0 0.0
C -0.830234 2.662042 -1.435903 -0.4 0.2 0.3
C -1.620941 -0.147428 -0.720637 0.0 0.2 0.3
C -0.090644 1.827914 -0.437231 -0.2 -0.8 0.3
C -0.500383 0.578769 0.008137 1.5 0.1 -2.0
H 0.824341 2.239445 -0.027659 0.0 0.0 0.0
H -0.773645 0.406735 1.372390 -0.1 -0.7 1.5
H -1.173534 2.085884 -2.299831 0.0 0.0 0.0
H -1.725734 3.133841 -1.001268 0.1 0.0 -0.1
H -2.532805 0.451957 -0.740036 0.0 -0.1 0.0
H -1.838224 -1.106715 -0.246296 -0.1 0.1 0.1
H -1.341677 -0.347710 -1.758361 0.1 0.1 0.0
H -0.201036 3.468756 -1.815736 0.0 0.0 0.1
```
Forces are in eV/Å.

Charges in e, computed with Löwdin, in the same order as the atoms: -0.59, 0.16, 0.16, -0.04, 0.10, 0.05, 0.10, 0.11, 0.10, 0.11, -0.15, -0.11, -0.20, -0.38, 0.08, 0.09, 0.06, 0.07, 0.08, 0.06, 0.08, 0.06


> Which value of E_tot does entry 3 give?

-3484.66514 Ha